#one
# C19H32N2O

C19H32N2O in the gas phase (ωB97M-V with the def2-TZVPD basis set, the Open Molecules 2025 dataset).

```
! RIJCOSX wB97M-V def2-TZVPD def2/J DEFGRID3
* xyz 0 1
H -1.16 1.98 -2.19
H -0.47 2.69 -0.06
H 1.48 -1.66 2.13
H -2.45 -3.76 3.49
H -0.36 -0.25 2.90
H -3.10 0.26 -6.87
C 2.21 0.80 3.24
C 1.14 1.51 -0.88
H -1.42 2.80 -6.69
C -0.45 -1.41 4.70
H -0.62 -0.13 -6.48
H 0.50 1.23 -6.51
H 1.58 -3.71 3.46
H -1.53 -1.31 4.76
H -0.14 3.45 -2.24
C 1.89 -1.61 3.15
H 2.98 -1.69 3.09
C 0.40 2.08 0.15
H -0.24 -4.71 4.28
O 0.88 1.66 -2.20
C -0.58 1.00 -4.67
H -0.45 -3.82 5.81
C -1.54 1.75 -6.94
H -2.72 -3.13 5.11
H 1.80 -2.77 4.96
H -1.34 1.65 -8.01
C 1.33 -2.77 3.96
C 2.26 0.74 -0.55
H 0.18 2.32 2.25
C -0.30 2.40 -4.13
C 1.87 1.09 1.80
H 3.48 -0.07 0.99
N 1.55 -0.36 3.81
C -0.69 -3.82 4.73
C 0.76 1.86 1.47
C -0.50 0.91 -6.19
H -3.66 1.88 -7.29
H 0.16 0.32 -4.24
H 2.83 0.31 -1.36
C 2.61 0.53 0.76
H -3.24 1.50 -5.62
C -2.97 1.32 -6.66
N -0.11 -2.67 4.06
H -0.03 -1.36 5.73
C 0.11 -0.24 3.89
H 1.94 1.66 3.86
C -0.24 2.42 -2.60
H -1.56 0.67 -4.33
H 0.65 2.76 -4.52
C -2.20 -3.89 4.54
H -2.57 -4.86 4.86
H -0.14 0.70 4.39
H -1.08 3.10 -4.44
H 3.29 0.64 3.33
*
```

Computed properties:
* E_HOMO: -8.25 eV
* SMILES: CCCCCCOc1ccc(CN2CCN(CC)CC2)cc1

Löwdin population analysis, charges in e, atoms 1 to 5: 0.13 0.10 0.13 0.08 0.13

#two
# C19H32N2O

C19H32N2O in the gas phase (ωB97M-V with the def2-TZVPD basis set, the Open Molecules 2025 dataset).

```
! RIJCOSX wB97M-V def2-TZVPD def2/J DEFGRID3
* xyz 0 1
C 2.52 -2.59 -0.62
H -4.77 3.09 0.88
H 4.22 -2.98 -2.89
C -2.67 1.32 -0.09
C -4.09 3.96 0.89
C 0.41 -1.68 0.02
C -1.75 -0.89 0.72
C -2.97 3.75 -0.14
H 6.70 -3.14 -2.75
C -1.59 2.79 1.53
N -2.10 2.64 0.18
H -4.66 4.85 0.63
C -0.43 0.43 -0.76
H -3.78 4.88 4.10
N -3.48 4.16 2.19
H 4.10 -4.74 -2.82
H -1.00 1.91 1.79
C 6.10 -4.00 -3.08
H 5.51 -4.89 -4.96
C 6.08 -4.04 -4.61
H 5.25 -2.94 -0.64
H 2.30 -2.51 -1.69
H 6.58 -4.90 -2.70
C -4.39 4.65 3.22
H 3.10 -1.71 -0.31
O 1.32 -2.68 0.12
H 3.42 -3.96 0.74
H 5.28 -4.70 -0.60
H -3.49 1.05 0.60
C 3.33 -3.86 -0.34
H 2.77 -4.72 -0.71
C 4.72 -3.84 -0.97
H -6.13 4.19 4.40
H -3.40 3.60 -1.13
H -2.35 4.65 -0.16
H 1.47 -0.35 -1.31
C -1.60 0.27 -0.04
H -0.88 -2.75 1.34
C -5.53 3.71 3.63
H -2.65 -1.04 1.30
H -5.14 2.78 4.03
H -3.09 1.36 -1.10
C -2.70 3.01 2.57
H -4.81 5.59 2.85
H -2.24 3.20 3.55
H 7.09 -4.12 -5.00
C 4.70 -3.88 -2.50
H -6.17 3.49 2.78
H -0.94 3.67 1.53
C -0.76 -1.85 0.75
H -3.31 2.09 2.65
C 0.57 -0.52 -0.73
H -0.30 1.34 -1.34
H 5.62 -3.14 -5.01
*
```

Computed properties:
* E_HOMO: -7.90 eV
* SMILES: CCCCCCOc1ccc(CN2CCN(CC)CC2)cc1

Löwdin population analysis, charges in e, atoms 1 to 5: -0.22 0.12 0.11 -0.16 -0.18

Result of the stability comparison: #two is the least stable of them.

#one
# C43H34F4N7O7PS2Ti

A molecular structure, C43H34F4N7O7PS2Ti (ωB97M-V with the def2-TZVPD basis set, the Open Molecules 2025 dataset).

```
! RIJCOSX wB97M-V def2-TZVPD def2/J DEFGRID3
* xyz -2 3
F 0.48 -2.58 -0.09
N -0.96 2.19 -2.24
C 1.51 -6.70 2.10
H -2.33 0.06 2.01
H 2.50 2.93 4.23
H 4.17 3.46 1.60
C 0.85 4.09 2.40
C -6.37 1.61 -1.03
C 1.27 -5.31 2.15
H 2.31 6.40 2.84
C 0.89 -0.24 3.47
H 0.84 2.71 0.75
H 2.44 5.94 1.13
H 1.48 -2.31 -5.69
H -5.86 2.88 0.62
C -2.61 -0.84 1.46
C -1.92 3.92 2.26
O 2.40 -0.78 -1.52
C -3.57 1.10 -1.25
S -1.09 4.19 -4.20
F 1.24 -2.62 4.57
C -3.59 -3.02 1.38
H 1.97 0.06 -6.24
C 0.76 -1.01 2.27
C 1.73 -7.51 3.26
H 3.94 3.93 3.96
N -1.87 2.38 0.49
C 1.31 1.24 -4.56
C 0.96 -4.54 1.00
C -1.14 3.15 1.40
O -4.57 -4.02 3.28
H -3.53 -3.90 -0.58
F 1.60 -5.17 4.49
O -4.68 -5.12 1.29
C 1.80 -2.70 -3.60
C 2.77 5.68 2.15
O 0.81 -1.77 -3.13
C 3.13 0.25 -0.86
N 1.93 -8.23 4.13
C 1.33 -4.56 3.35
H 0.37 -3.50 -4.98
C 1.63 -7.43 0.87
H 2.88 2.25 1.77
H 1.32 2.28 -4.24
C -1.34 4.76 3.22
H -1.96 5.35 3.88
C 4.50 0.41 -1.48
C -2.66 -1.94 -0.54
C 0.44 -0.23 1.15
H 2.79 3.48 0.49
C -4.33 -4.20 2.07
H 2.58 1.20 -0.90
H 2.06 -3.95 -5.32
H 3.86 5.81 2.20
N 1.78 -8.07 -0.08
C -2.32 -1.87 -2.01
N -2.33 -0.84 0.16
H -6.56 0.29 -2.72
C 2.01 1.10 -5.89
H -4.17 -0.15 -2.90
S -3.60 3.68 1.89
C -5.49 2.21 -0.16
C -4.12 1.95 -0.28
H 0.48 5.47 4.03
C 0.89 -2.43 2.23
H 0.27 0.93 -4.64
F 0.86 -5.14 -0.18
N 1.01 0.45 4.39
H 2.79 -2.24 -3.59
C -5.87 0.77 -2.02
C 2.85 3.91 3.92
C 1.40 -3.14 -4.99
O -2.54 -2.78 -2.77
Ti -1.51 0.63 -1.08
C 3.09 3.30 1.52
N 0.16 0.47 0.27
C 0.78 -3.19 1.05
C -1.02 3.03 -3.06
C -3.23 -1.90 2.10
C -3.28 -3.04 0.02
C -3.15 2.58 0.61
H 4.41 0.73 -2.52
C 1.15 -3.21 3.39
C 0.03 4.82 3.28
H 1.52 1.74 -6.64
H 3.22 -0.03 0.19
H 5.04 -0.54 -1.45
H 2.47 4.64 4.64
P 1.11 -0.35 -2.45
C 2.37 4.24 2.49
H -7.44 1.79 -0.95
H 1.80 -3.54 -2.91
C 0.25 3.26 1.47
H 5.08 1.16 -0.93
H -3.44 -1.87 3.16
O -1.79 -0.70 -2.34
O 2.01 0.44 -3.58
C -4.51 0.52 -2.12
H 3.06 1.40 -5.81
*
```

Computed properties:
* E_HOMO (spin up / spin down): -2.69 / -3.77 eV
* ⟨S²⟩: 2.05

Löwdin population analysis, charges in e, atoms 1 to 5: 0.13 -0.03 -0.14 0.11 0.07

#two
# C43H34F4N7O7PS2Ti

A molecular structure, C43H34F4N7O7PS2Ti (ωB97M-V with the def2-TZVPD basis set, the Open Molecules 2025 dataset).

```
! RIJCOSX wB97M-V def2-TZVPD def2/J DEFGRID3
* xyz -2 3
C 0.62 -0.83 6.12
H 6.21 0.86 -2.76
N 0.06 -0.28 -3.22
C 1.70 -0.55 5.08
H 2.35 -0.68 -3.70
H -3.13 2.43 2.53
C 2.63 -0.29 -1.61
H 2.64 -2.67 2.27
H -0.39 -3.81 -3.26
N 1.55 -2.84 -2.31
C -1.21 0.46 -5.30
C 0.66 -2.74 1.40
O 0.97 -1.99 0.26
C -5.09 -3.85 -3.11
C -0.58 0.03 -6.50
H 5.10 -0.52 4.80
P 1.17 1.54 0.81
N -1.16 -2.45 -1.91
H 0.22 -2.06 2.14
H 1.66 -4.04 2.79
C 3.72 -0.11 3.21
O -0.85 -0.26 -0.63
H -1.52 -0.98 6.31
N -0.01 -0.35 -7.43
H 0.05 -2.45 7.45
H 4.51 2.94 1.75
C -3.69 -3.35 -2.68
H 0.36 -0.16 3.44
H 3.01 3.01 -0.23
H -0.09 -3.48 1.13
C -3.55 -2.35 -1.72
C -0.79 -0.76 5.53
C -5.69 4.04 -5.12
H 2.36 -4.03 1.17
H 4.54 0.06 -4.44
O -5.99 -3.00 -3.01
H 3.32 -0.89 6.45
O -5.11 -5.04 -3.48
O -0.04 1.36 1.86
H -1.62 1.87 0.63
C -1.22 2.15 1.60
C 5.22 0.54 -2.46
C 2.08 -3.89 -2.29
H 4.74 4.44 0.84
H 2.30 4.53 0.33
S 2.80 -5.32 -2.29
F -2.47 1.52 -7.63
C -2.36 1.30 -5.26
C 4.04 3.88 1.45
C -4.03 2.68 -6.38
C -2.97 1.83 -6.42
C -4.63 3.12 -5.17
O 1.85 2.89 1.49
C -2.00 -0.84 -0.39
C -0.54 0.06 -4.14
N 2.21 0.30 1.47
C -2.98 1.70 -4.06
N -6.81 5.13 -7.17
H 3.80 4.45 2.35
C -2.54 -3.88 -3.23
F -2.50 1.23 -2.90
C 2.78 3.60 0.66
C 4.88 0.56 -1.12
S 4.79 0.11 1.85
C -2.28 -1.94 -1.38
C 3.41 0.17 0.75
H 1.80 -2.34 7.18
C 3.03 -0.30 -2.95
H 0.58 1.21 6.86
C -1.30 -3.41 -2.84
C 4.29 0.10 -3.39
N -6.77 5.00 -3.00
C 1.38 -0.22 3.77
H -0.04 0.01 8.01
C -2.22 1.86 2.70
H 0.75 -2.99 5.91
C 1.91 -3.41 1.94
H -2.48 0.80 2.68
H -0.94 3.20 1.60
H -1.01 0.23 5.13
F -4.51 3.14 -7.55
C 3.60 0.15 -0.66
F -4.54 2.86 -2.81
H -1.81 2.13 3.67
H 1.70 0.17 7.73
O -2.74 -0.57 0.53
C 2.38 0.01 2.83
C 0.73 0.20 7.25
C 3.05 -0.64 5.44
C -6.26 4.53 -3.92
H 5.61 0.93 -0.41
C -6.28 4.62 -6.28
C 4.06 -0.42 4.51
H -2.62 -4.67 -3.96
Ti 0.71 -1.24 -1.31
C -4.04 2.55 -4.01
H -0.92 -1.49 4.72
C 0.82 -2.24 6.70
H -4.41 -1.88 -1.28
*
```

Computed properties:
* E_HOMO (spin up / spin down): -2.41 / -3.89 eV
* ⟨S²⟩: 2.07

Löwdin population analysis, charges in e, atoms 1 to 5: -0.56 0.09 0.17 -0.17 0.07

Result of the stability comparison: #two is the least stable of them.

#one
# CH5N

CH5N in the gas phase (ωB97M-V with the def2-TZVPD basis set, the Open Molecules 2025 dataset).

```
! RIJCOSX wB97M-V def2-TZVPD def2/J DEFGRID3
* xyz 0 1
C -0.27 0.28 -0.32
H -1.28 0.49 0.10
H 0.42 -1.44 0.74
H 0.05 1.31 -0.73
H -0.49 -0.11 -1.45
N 0.75 -0.49 0.45
H 0.84 -0.04 1.22
*
```

Computed properties:
* E_HOMO: -9.66 eV
* SMILES: CN

Löwdin population analysis, charges in e, atoms 1 to 5: -0.22 0.05 0.09 0.07 0.10

#two
# CH5N

CH5N in the gas phase (ωB97M-V with the def2-TZVPD basis set, the Open Molecules 2025 dataset).

```
! RIJCOSX wB97M-V def2-TZVPD def2/J DEFGRID3
* xyz 0 1
C -0.48 -0.07 -0.06
H -0.93 -1.03 -0.51
H 1.14 0.88 -0.17
H -1.05 0.18 0.95
H 1.49 -0.49 0.54
H -1.01 0.66 -0.57
N 0.83 -0.13 -0.18
*
```

Computed properties:
* E_HOMO: -9.13 eV
* SMILES: CN

Löwdin population analysis, charges in e, atoms 1 to 5: -0.34 0.10 0.10 0.10 0.10

Result of the stability comparison: #two is the least stable of them.

#one
# C3H5NO3S

2 unconnected molecules or ions with the total composition C3H5NO3S (ωB97M-V with the def2-TZVPD basis set, the Open Molecules 2025 dataset).

```
! RIJCOSX wB97M-V def2-TZVPD def2/J DEFGRID3
* xyz 0 1
O -1.95 0.22 1.37
H 0.68 1.63 1.42
C -1.48 -0.30 0.42
O 3.30 -0.73 -1.04
H 2.24 1.92 0.49
C 1.54 1.11 0.95
O -3.14 -1.20 -1.11
H 2.22 0.80 1.77
H -3.55 -0.34 -1.28
N -1.76 -0.86 -0.73
S 1.88 -0.98 -0.97
C 1.18 0.15 -0.04
H -1.17 -1.41 -1.25
*
```

Computed properties:
* E_HOMO (spin up / spin down): -9.05 / -8.57 eV

Löwdin population analysis, charges in e, atoms 1 to 5: 0.14 0.08 -0.27 -0.58 0.12

#two
# C3H5NO3S

C3H5NO3S in the gas phase (ωB97M-V with the def2-TZVPD basis set, the Open Molecules 2025 dataset).

```
! RIJCOSX wB97M-V def2-TZVPD def2/J DEFGRID3
* xyz 0 1
C -0.38 0.13 -0.65
S -2.09 0.44 -0.21
H -0.22 0.50 -1.69
O -1.48 -1.62 1.36
H -3.29 -0.69 1.48
H 3.95 -0.55 -1.44
H 2.26 1.33 0.82
H -0.19 -0.96 -0.63
O 3.66 0.05 -0.72
N 2.25 -0.08 -0.76
C -2.31 -0.81 1.00
O 0.41 0.82 0.27
C 1.74 0.68 0.13
*
```

Computed properties:
* E_HOMO: -9.56 eV
* SMILES: O=CSCO/C=N/O

Löwdin population analysis, charges in e, atoms 1 to 5: -0.51 0.99 0.10 -0.02 0.08

Result of the stability comparison: #one is the least stable of them.

#one
# Cl2HO2P

2 unconnected molecules or ions with the total composition Cl2HO2P (ωB97M-V with the def2-TZVPD basis set, the Open Molecules 2025 dataset).

```
! RIJCOSX wB97M-V def2-TZVPD def2/J DEFGRID3
* xyz 0 1
O 0.71 -0.69 1.45
Cl -0.34 -0.69 2.71
P -0.57 -0.49 -0.64
H 0.51 -1.27 -1.11
O 0.17 0.77 -1.29
Cl -0.48 2.37 -1.11
*
```

Computed properties:
* E_HOMO (spin up / spin down): -8.99 / -8.99 eV

Löwdin population analysis, charges in e, atoms 1 to 5: -0.95 0.40 0.97 -0.06 -0.97

#two
# Cl2HO2P

Cl2HO2P in the gas phase (ωB97M-V with the def2-TZVPD basis set, the Open Molecules 2025 dataset).

```
! RIJCOSX wB97M-V def2-TZVPD def2/J DEFGRID3
* xyz 0 1
Cl 0.71 0.39 0.80
P -0.29 1.22 -1.18
Cl 0.67 0.03 -2.49
H -0.23 -1.34 2.12
O -1.64 0.67 -1.20
O 0.78 -0.99 1.96
*
```

Computed properties:
* E_HOMO (spin up / spin down): -10.42 / -10.42 eV

Löwdin population analysis, charges in e, atoms 1 to 5: 0.52 0.22 0.18 0.12 -0.54

Result of the stability comparison: #one is the least stable of them.

#one
# C2H8N3O

2 unconnected molecules or ions with the total composition C2H8N3O (ωB97M-V with the def2-TZVPD basis set, the Open Molecules 2025 dataset).

```
! RIJCOSX wB97M-V def2-TZVPD def2/J DEFGRID3
* xyz 1 1
C 1.72 0.83 -0.20
O 0.50 0.72 -0.08
H -1.24 0.49 -0.23
H 3.39 1.84 0.32
H 2.39 0.00 -0.43
H 0.07 -1.45 0.36
N -0.79 -1.98 0.38
N -2.04 -0.16 -0.24
H -2.88 -1.90 0.23
H 2.03 2.86 0.19
N 2.41 1.93 0.10
H -2.97 0.22 -0.19
H -0.80 -2.98 0.44
C -1.93 -1.42 0.06
*
```

Computed properties:
* E_HOMO: -14.50 eV

Löwdin population analysis, charges in e, atoms 1 to 5: -0.36 -0.04 0.09 0.12 0.14

#two
# C2H8N3O

2 unconnected molecules or ions with the total composition C2H8N3O (ωB97M-V with the def2-TZVPD basis set, the Open Molecules 2025 dataset).

```
! RIJCOSX wB97M-V def2-TZVPD def2/J DEFGRID3
* xyz 1 1
H -0.86 -0.40 -0.96
H -0.06 2.52 2.83
C -0.31 -1.30 -1.27
H 1.11 -2.49 -0.15
H -0.98 3.18 1.45
N -0.07 -1.63 -2.53
H -0.18 -1.07 -3.34
O 0.43 0.32 1.26
N 0.30 -1.81 -0.20
N -0.43 1.12 1.63
C -0.16 2.49 1.73
H 0.15 -1.43 0.84
H 0.24 -2.60 -2.68
H 0.83 3.11 1.37
*
```

Computed properties:
* E_HOMO: -13.38 eV

Löwdin population analysis, charges in e, atoms 1 to 5: 0.15 0.11 -0.16 0.16 0.10

Result of the stability comparison: #two is the least stable of them.